(1)
Here is a 4-piece molecular cluster, C12H32ClN5O3P overall from the OMol25 dataset. Energies are from the ωB97M-V functional and the def2-TZVPD basis.

```
! RIJCOSX wB97M-V def2-TZVPD def2/J DEFGRID3
* xyz -1 1
Cl -7.8854 -22.2991 -17.1739
C -5.0339 -24.5943 -18.1158
O -5.0311 -25.5054 -18.9277
N -3.9166 -23.9592 -17.6815
C -3.9932 -22.8165 -16.8068
C -2.6068 -24.3600 -18.1387
H -5.9504 -24.1932 -17.6547
H -5.0138 -22.4486 -16.7176
H -3.3743 -22.0134 -17.2291
H -3.5465 -23.0296 -15.8283
H -1.9956 -24.7156 -17.3033
H -2.7241 -25.1448 -18.8801
H -2.0916 -23.5077 -18.5932
C -10.6717 -21.5262 -19.1848
O -10.7399 -20.6182 -19.9889
N -11.2284 -22.7582 -19.3714
C -11.0970 -23.7768 -18.3541
C -11.9157 -23.0957 -20.5810
H -10.1651 -21.4905 -18.2115
H -10.6675 -24.6854 -18.7907
H -12.0567 -23.9858 -17.8771
H -10.3467 -23.4601 -17.6251
H -12.0941 -22.1913 -21.1566
H -11.3576 -23.8346 -21.1683
H -12.8898 -23.5578 -20.3681
O -3.6639 -18.7731 -14.0420
P -4.9912 -18.6247 -13.4434
N -5.0589 -18.1128 -11.8672
C -4.8725 -19.0499 -10.7789
C -4.4856 -16.7938 -11.6118
N -5.8279 -20.0390 -13.3934
C -5.5441 -21.0534 -14.3979
C -7.1422 -20.1497 -12.7727
N -5.8427 -17.4566 -14.2516
C -5.5327 -17.2422 -15.6591
C -7.1020 -16.9248 -13.7821
H -3.8527 -19.4476 -10.7223
H -5.5656 -19.8861 -10.8570
H -5.1096 -18.5566 -9.8323
H -4.8481 -16.0684 -12.3363
H -3.3921 -16.8160 -11.6502
H -4.8174 -16.4554 -10.6270
H -5.2123 -22.0094 -13.9802
H -6.4404 -21.2854 -14.9851
H -4.8167 -20.6739 -15.1108
H -7.9048 -20.2996 -13.5408
H -7.1676 -21.0188 -12.1045
H -7.3513 -19.2644 -12.1763
H -5.8855 -16.2504 -15.9484
H -4.4606 -17.3284 -15.8118
H -6.0305 -17.9746 -16.3080
H -7.9542 -17.5530 -14.0704
H -7.2429 -15.9264 -14.2036
H -7.0865 -16.8424 -12.6969
*
```

Computed properties:
HOMO-LUMO gap (eV): 7.43
E (Eh): -1777.6332
HOMO energy (eV): -4.8647
Maximum force (eV/A): 0.87

(2)
Here is a 7-piece molecular cluster, C12H32F8N6O11PS2 overall in a non-equilibrium geometry from the OMol25 dataset. Energies are from the ωB97M-V functional and the def2-TZVPD basis.

```
! RIJCOSX wB97M-V def2-TZVPD def2/J DEFGRID3
* xyz 1 1
C -3.2810 -1.6641 -1.9661
C -3.8619 -2.7750 -1.0282
O -5.0215 -3.1406 -0.8668
N -2.7344 -3.5284 -0.3009
H -1.8095 -3.2284 -0.5744
H -2.9005 -3.1826 0.6334
C -2.9275 -5.0304 -0.1483
H -2.2389 -1.8633 -2.2160
H -3.2650 -0.7385 -1.3906
H -3.9476 -1.4190 -2.7929
H -3.0051 -5.5370 -1.1103
H -3.8203 -5.1416 0.4670
H -2.0932 -5.3800 0.4599
C 0.3255 1.7070 3.4974
C 0.4807 0.2721 3.6884
O 1.5693 -0.2050 3.8902
N -0.8035 -0.6234 3.8481
H -1.0267 -1.0615 2.9658
H -0.7612 -1.5021 4.3443
C -1.9234 0.1688 4.5840
H -0.4163 2.0066 2.7570
H 1.3401 2.0859 3.3751
H 0.0021 2.1005 4.4610
H -2.3397 0.8808 3.8713
H -1.5688 0.4801 5.5666
H -2.6588 -0.6325 4.6556
C 3.0664 -2.1889 -2.4858
C 3.5911 -1.9220 -1.0491
O 4.7353 -2.1396 -0.6524
N 2.6130 -1.0730 -0.1479
H 1.7319 -0.9070 -0.6130
H 2.4373 -1.7524 0.5784
C 3.2620 0.2647 0.3272
H 2.1266 -2.7405 -2.5122
H 3.8313 -2.7588 -3.0132
H 3.0269 -1.2370 -3.0153
H 4.2731 0.1689 0.7228
H 2.6296 0.7051 1.0981
H 3.2824 0.8758 -0.5752
C -0.2891 1.8157 -2.4778
C 1.2721 2.0384 -2.4047
O 2.0881 1.2234 -2.7839
N 1.7395 3.3738 -1.7822
H 0.9919 4.0339 -1.6224
H 1.9805 3.2240 -0.8129
C 3.0480 3.9553 -2.4524
H -0.5504 0.7684 -2.3263
H -0.7764 2.2120 -3.3686
H -0.6825 2.3391 -1.6063
H 2.8948 4.0842 -3.5239
H 3.8044 3.2058 -2.2196
H 3.2723 4.8757 -1.9133
P 0.8353 -4.4163 1.4018
F -0.1017 -5.0929 2.5842
F 1.5714 -3.5269 2.5025
F 1.8126 -5.7114 1.6685
F 1.9458 -3.8760 0.3930
F 0.2120 -5.4372 0.3329
F -0.2435 -3.2908 1.1716
N -0.4305 5.0957 -1.2957
S -1.4314 4.7397 -0.1613
O -2.3775 3.7164 -0.5589
O -1.8132 5.7950 0.7700
F -0.4037 3.8585 0.6612
S -1.7105 5.5929 -2.3660
O -2.0868 6.9769 -2.4036
O -2.8581 4.7194 -2.7536
F -0.7497 5.4246 -3.6035
N -0.7117 -0.0088 0.4065
O -0.1092 1.0431 0.4906
O -0.4625 -0.7912 -0.4715
O -1.6000 -0.3039 1.1926
*
```

Computed properties:
HOMO-LUMO gap (eV): 8.85
E (Eh): -3568.9474
HOMO energy (eV): -12.1395
Energy above the lowest of the compared OMol25 structures with the same formula, charge and spin (eV): 2.864
Maximum force (eV/A): 6.98

(3)
Here is a 5-piece molecular cluster, C12H32IO4 overall in a non-equilibrium geometry from the OMol25 dataset. Energies are from the ωB97M-V functional and the def2-TZVPD basis.

```
! RIJCOSX wB97M-V def2-TZVPD def2/J DEFGRID3
* xyz -1 1
I -0.4765 0.0605 -0.7536
C 3.2665 1.5255 1.0240
C 2.2248 2.5029 1.6138
C 2.8378 3.7916 2.2700
O 1.3917 2.9340 0.5596
H 2.8731 0.6019 0.5993
H 3.9861 1.2262 1.7860
H 3.8493 1.9796 0.2226
H 1.5506 1.9859 2.2966
H 3.4194 3.6243 3.1766
H 2.0727 4.5549 2.4117
H 3.6077 4.2219 1.6295
H 0.8855 2.1817 0.2443
C -0.1350 -3.8347 1.5383
C 1.2953 -3.4427 1.0499
C 1.4735 -3.7109 -0.4012
O 1.5252 -2.1142 1.3126
H -0.8300 -3.2142 0.9726
H -0.2760 -3.5400 2.5782
H -0.2975 -4.9016 1.3858
H 2.0880 -3.9923 1.5575
H 2.4958 -3.4380 -0.6630
H 0.7663 -3.1746 -1.0340
H 1.4271 -4.7874 -0.5657
H 0.9651 -1.6390 0.6945
C -3.5883 -1.1721 2.7563
C -3.0883 0.3113 2.6891
C -1.7448 0.5867 3.3090
O -3.0011 0.6533 1.3230
H -3.5580 -1.5512 3.7778
H -2.9108 -1.8699 2.2641
H -4.5802 -1.3262 2.3315
H -3.8353 0.8931 3.2291
H -1.6786 0.0476 4.2540
H -1.5306 1.6293 3.5437
H -0.9059 0.2130 2.7219
H -2.1988 0.2414 0.9940
C -0.3763 1.9691 -5.7652
C -0.6500 1.2285 -4.4676
C -1.5614 0.0446 -4.7208
O 0.5293 0.6979 -4.0148
H -1.3063 2.3883 -6.1492
H -0.0084 1.3475 -6.5815
H 0.2812 2.8384 -5.7758
H -1.0815 1.8880 -3.7146
H -1.8842 -0.4260 -3.7921
H -1.1863 -0.6935 -5.4298
H -2.5143 0.3907 -5.1210
H 0.3923 0.2688 -3.1670
*
```

Computed properties:
HOMO-LUMO gap (eV): 8.30
E (Eh): -1075.1516
HOMO energy (eV): -5.0989
Energy above the lowest of the compared OMol25 structures with the same formula, charge and spin (eV): 0.558
Maximum force (eV/A): 2.34

(4)
Here is C12H32MnN3O13S2 as an isolated structure in a non-equilibrium geometry from the OMol25 dataset. Energies are from the ωB97M-V functional and the def2-TZVPD basis.

```
! RIJCOSX wB97M-V def2-TZVPD def2/J DEFGRID3
* xyz -1 6
Mn -12.9616 4.5268 -13.3302
N -14.3050 7.1752 -13.7373
O -13.9661 6.2995 -12.9913
O -13.5354 7.5170 -14.6059
O -15.4128 7.6939 -13.6455
N -13.2961 4.5194 -16.4753
O -13.5586 3.6766 -17.2951
O -12.5875 5.4458 -16.7014
O -13.7030 4.4783 -15.3206
O -11.2469 5.5746 -13.9627
H -10.3384 5.4823 -13.6153
C -11.7845 6.3859 -10.5466
C -12.6076 5.1362 -10.3564
N -12.2908 4.0322 -11.2984
C -10.8237 3.6981 -11.3368
C -10.1646 3.4882 -9.9068
C -13.0145 2.9652 -10.5733
C -12.8129 1.5357 -11.1427
H -12.1674 7.2399 -9.9879
H -11.6513 6.7046 -11.5804
H -10.8205 6.1285 -10.1079
H -12.3677 4.8902 -9.3220
H -13.6754 5.3547 -10.3414
H -10.2367 4.3925 -11.9379
H -10.6252 2.6988 -11.7241
H -9.1911 3.0196 -10.0511
H -10.6987 2.7632 -9.2926
H -9.9034 4.4195 -9.4042
H -12.6837 2.8418 -9.5421
H -14.0998 3.0528 -10.5213
H -13.5128 0.7992 -10.7481
H -12.9523 1.4473 -12.2201
H -11.8213 1.1157 -10.9739
O -14.7021 3.6889 -12.7771
S -16.1673 3.6745 -12.7357
O -16.9163 2.4710 -12.4707
O -16.6537 4.8380 -11.6677
C -17.6754 4.5571 -10.6798
C -17.7484 5.6943 -9.6926
C -16.8157 4.3959 -14.2742
H -17.4990 3.6689 -10.0731
H -18.5944 4.3427 -11.2253
H -18.0481 6.4999 -10.3630
H -16.7914 6.0294 -9.2925
H -18.4279 5.5412 -8.8543
H -17.8296 4.0527 -14.4795
H -16.2660 3.7507 -14.9595
H -16.5999 5.4641 -14.2976
O -12.1440 2.7849 -13.9835
S -11.0621 1.9815 -14.4712
O -9.6740 2.1912 -14.0194
O -11.5475 0.3908 -14.2324
C -10.5991 -0.6608 -14.3692
C -10.6740 -1.7314 -13.2334
C -11.0652 2.0206 -16.3627
H -9.5790 -0.2811 -14.4258
H -10.8636 -1.0794 -15.3402
H -11.6156 -2.2740 -13.3175
H -10.8671 -1.2327 -12.2836
H -9.7134 -2.2464 -13.2192
H -12.1076 1.8059 -16.5981
H -10.4097 1.2495 -16.7674
H -10.6670 2.9864 -16.6737
*
```

Computed properties:
HOMO-LUMO gap (alpha / beta) (eV): 6.06 / 6.73
E (Eh): -3565.9336
HOMO energy (alpha / beta) (eV): -3.8037 / -4.4815
Energy above the lowest of the compared OMol25 structures with the same formula, charge and spin (eV): 2.637
Maximum force (eV/A): 5.42

(5)
Here is a 10-piece molecular cluster, C12H32N8O24S2 overall in a non-equilibrium geometry from the OMol25 dataset. Energies are from the ωB97M-V functional and the def2-TZVPD basis.

```
! RIJCOSX wB97M-V def2-TZVPD def2/J DEFGRID3
* xyz -1 2
C 28.2684 -15.5772 1.1216
N 28.7710 -15.2304 -0.2442
O 29.9670 -15.3772 -0.4023
O 27.9289 -15.0456 -1.1114
H 28.0608 -16.6457 1.0630
H 27.3800 -14.9688 1.2906
H 29.0913 -15.3675 1.8048
C 25.8249 -14.9685 -4.1400
N 25.9108 -15.9093 -5.3040
O 27.0219 -16.2614 -5.7536
O 24.8425 -16.3004 -5.6322
H 26.0794 -15.5381 -3.2462
H 24.8192 -14.5480 -4.1458
H 26.5526 -14.1627 -4.2365
C 27.0368 -19.5489 -5.0372
N 27.3840 -18.7780 -3.8129
O 26.4677 -18.6795 -2.9578
O 28.5376 -18.3032 -3.7691
H 26.1856 -20.1122 -4.6547
H 27.8236 -20.2408 -5.3379
H 26.7435 -18.8988 -5.8615
C 29.5955 -15.1786 -4.2612
N 29.4089 -13.9252 -5.0799
O 28.9435 -12.9312 -4.4710
O 29.8513 -13.9239 -6.2167
H 29.0113 -15.0905 -3.3452
H 30.6296 -15.0524 -3.9406
H 29.4113 -16.0239 -4.9242
C 29.3052 -17.0995 -8.1431
N 29.5039 -18.4286 -8.7572
O 29.1057 -19.3986 -8.1344
O 30.1050 -18.4185 -9.8236
H 30.1542 -16.7857 -7.5359
H 28.3423 -16.9767 -7.6472
H 29.3437 -16.3988 -8.9772
C 22.5710 -18.0933 -2.3995
N 22.4109 -17.1955 -3.5474
O 21.9662 -17.6387 -4.5827
O 22.8746 -16.0583 -3.4164
H 22.6131 -17.4681 -1.5076
H 23.5729 -18.5219 -2.3738
H 21.8640 -18.9054 -2.5691
C 26.3314 -10.6481 -3.2479
N 26.1551 -10.3894 -1.8012
O 26.1192 -9.2682 -1.2846
O 26.2154 -11.4114 -1.1222
H 25.3386 -10.8541 -3.6482
H 26.8279 -11.6183 -3.2671
H 26.8913 -9.8496 -3.7346
C 21.4811 -15.6918 -7.1512
N 20.2354 -16.5291 -7.0900
O 19.4048 -16.3238 -6.1883
O 20.1816 -17.4833 -7.9348
H 21.2207 -14.7717 -6.6281
H 21.8332 -15.6099 -8.1795
H 22.2172 -16.2538 -6.5763
C 22.6614 -19.1130 -7.9000
C 24.0151 -18.6539 -7.3038
O 25.0116 -19.4191 -7.8914
S 24.4774 -20.8671 -8.4626
O 25.0257 -21.8661 -7.5207
O 24.7141 -20.9180 -9.8895
O 22.8635 -20.4822 -8.1178
H 22.4933 -18.4784 -8.7701
H 21.8459 -18.9453 -7.1965
H 23.9660 -18.6942 -6.2157
H 24.2580 -17.6071 -7.4859
C 26.3271 -11.5840 -6.6449
C 25.8965 -11.1770 -8.1169
O 25.7511 -12.4005 -8.8995
S 25.3788 -13.7017 -7.9020
O 25.9656 -15.0022 -8.3385
O 23.9355 -13.5676 -7.6148
O 26.1072 -12.9959 -6.5775
H 25.6997 -11.0592 -5.9245
H 27.3511 -11.2543 -6.4695
H 26.5131 -10.5492 -8.7601
H 24.8955 -10.7527 -8.0382
*
```

Computed properties:
HOMO-LUMO gap (alpha / beta) (eV): 3.11 / 7.59
E (Eh): -3515.7596
HOMO energy (alpha / beta) (eV): -1.3543 / -5.8382
Maximum force (eV/A): 7.68

(6)
Here is a 8-piece molecular cluster, C12H32O12 overall in a non-equilibrium geometry from the OMol25 dataset. Energies are from the ωB97M-V functional and the def2-TZVPD basis.

```
! RIJCOSX wB97M-V def2-TZVPD def2/J DEFGRID3
* xyz 0 1
O -11.6202 -26.6427 11.4870
C -12.6662 -27.1306 11.2241
O -13.5964 -26.5896 10.4115
C -14.8343 -27.2723 10.5955
C -14.3803 -28.6335 11.1554
O -13.0969 -28.3313 11.6977
H -15.4330 -26.7514 11.3498
H -15.3984 -27.2766 9.6699
H -14.3171 -29.4006 10.3806
H -15.0223 -28.9870 11.9572
O -14.6765 -23.8877 10.8267
C -14.5143 -23.4217 11.9074
O -14.4128 -24.1348 13.0331
C -14.3405 -23.2299 14.1612
C -13.9705 -21.9064 13.4977
O -14.4873 -22.0848 12.1804
H -15.3329 -23.2009 14.6115
H -13.6247 -23.5981 14.8892
H -12.8996 -21.7150 13.5214
H -14.5145 -21.1004 13.9816
C -10.7752 -23.2680 12.9527
C -10.6450 -22.0802 11.9981
O -9.8511 -21.0305 12.4951
H -10.7151 -22.9550 13.9984
H -9.9721 -23.9923 12.8058
H -11.7170 -23.8054 12.8169
H -11.6506 -21.7246 11.7181
H -10.1871 -22.4165 11.0682
H -10.2013 -20.7470 13.3504
C -11.9670 -18.2697 14.0678
C -10.8796 -18.9150 14.9215
O -11.0632 -20.3362 15.0096
H -12.0516 -17.1945 14.2392
H -12.9402 -18.6994 14.3154
H -11.7494 -18.4272 13.0124
H -10.8265 -18.4709 15.9199
H -9.9079 -18.7778 14.4472
H -11.8820 -20.4875 15.5018
C -18.0300 -19.4881 10.6150
C -17.3244 -20.3910 11.6086
O -18.2618 -21.1103 12.4110
H -18.6518 -20.0669 9.9217
H -17.3196 -19.0034 9.9407
H -18.6222 -18.7641 11.1659
H -16.7647 -19.7569 12.3028
H -16.5942 -21.0657 11.1564
H -18.7766 -21.6671 11.8192
O -17.4457 -24.9373 10.9591
H -18.2073 -24.3771 10.7912
H -16.6940 -24.4778 10.5623
O -13.5185 -20.7876 16.3829
H -13.1292 -20.9120 17.2560
H -14.2322 -20.1569 16.5191
O -17.2147 -21.5239 15.0256
H -17.5061 -21.2944 14.1275
H -16.7106 -20.7619 15.3213
*
```

Computed properties:
HOMO-LUMO gap (eV): 9.29
Structure (SMILES): O=C1OCCO1.O=C1OCCO1.CCO.CCO.CCO.O.O.O
E (Eh): -1379.3029
HOMO energy (eV): -9.5680
Energy above the lowest of the compared OMol25 structures with the same formula, charge and spin (eV): 0.000
Maximum force (eV/A): 1.09